The following is a DFT calculation (ωB97M-V/def2-TZVPD) of a 2-piece molecular cluster, C5H8Br overall in a non-equilibrium geometry.

Output
**Molecular weight**: 148.0 g/mol
**2S+1**: 2
**HOMO energy (spin up / spin down)**: -7.037 / -10.006 eV
**<S²>**: 0.781
**LUMO (spin up / spin down)**: 0.56 / 0.21 eV
**ΔE to the lowest compared entry with this formula, charge and spin**: 79.8 kJ/mol
**Orbital gap (spin up / spin down)**: 7.601 / 10.218 eV

Last column: natural (NBO) charge in e.
Element x y z (Å)
Br 3.65638 -0.80939 -1.93525  -0.213
H 2.41662 -0.53816 -2.68082  0.214
C 0.57806 0.04078 1.14281  -0.154
C -0.41207 -1.01247 0.59993  -0.444
C -1.58270 -0.18259 0.07265  -0.461
C -1.06249 1.19858 0.04396  -0.155
C 0.15475 1.29963 0.68269  -0.275
H 1.66541 -0.18715 1.09308  0.197
H 0.27730 -1.24029 -0.24795  0.211
H -0.69441 -1.94298 1.10834  0.225
H -1.94996 -0.55276 -0.86719  0.217
H -2.35059 -0.21514 0.78338  0.213
H -1.55008 2.00092 -0.51546  0.205
H 0.85377 2.14102 0.71985  0.221